Record 1
{
  "formula": "C2H2N2O3",
  "method": "ωB97M-V/def2-TZVPD",
  "orbital_gap_ev": 9.19,
  "de_lowest_ev": 5.076,
  "total_charge": 0,
  "elements": ["C", "C", "N", "N", "O", "O", "O", "H", "H"],
  "coordinates": [[-1.21, -0.84, -1.59], [1.66, 1.42, 0.43], [-1.78, -1.13, -0.59], [-1.69, -1.62, 0.64], [2.76, 1.67, 0.12], [-2.48, -2.35, 1.12], [0.70, 0.85, -0.31], [1.10, 1.78, 1.25], [0.95, 0.22, -1.06]]
}

Record 2
{
  "formula": "C46H42AsF9IrNO2S2",
  "method": "ωB97M-V/def2-TZVPD",
  "s2": 0.762,
  "orbital_gap_ev": [5.79, 5.89],
  "multiplicity": 2,
  "de_lowest_ev": 2.842,
  "total_charge": 1,
  "elements": ["Ir", "S", "C", "C", "C", "C", "C", "C", "As", "C", "C", "C", "C", "C", "C", "C", "C", "C", "C", "C", "C", "H", "H", "H", "H", "H", "H", "H", "H", "H", "H", "H", "H", "H", "H", "C", "C", "C", "C", "C", "C", "C", "C", "C", "C", "C", "C", "C", "C", "H", "H", "H", "H", "H", "H", "H", "H", "H", "H", "H", "C", "C", "S", "O", "C", "C", "H", "H", "H", "H", "H", "H", "H", "H", "H", "H", "C", "C", "C", "C", "N", "C", "C", "H", "H", "H", "H", "H", "H", "H", "F", "C", "F", "F", "C", "O", "C", "F", "F", "F", "C", "F", "F", "F"],
  "coordinates": [[0.11, 0.22, 0.49], [-1.75, 1.94, 0.54], [-2.41, 2.34, -1.02], [-3.34, 3.38, -1.09], [-3.91, 3.71, -2.31], [-3.53, 3.03, -3.47], [-2.59, 2.03, -3.39], [-2.04, 1.67, -2.16], [-0.74, 0.27, -2.01], [0.27, 0.79, -3.57], [0.33, 0.04, -4.74], [0.90, 0.59, -5.87], [1.43, 1.87, -5.84], [1.40, 2.61, -4.66], [0.82, 2.07, -3.53], [-1.84, -1.22, -2.58], [-1.25, -2.40, -3.04], [-2.04, -3.47, -3.45], [-3.42, -3.37, -3.37], [-4.01, -2.20, -2.91], [-3.22, -1.13, -2.51], [-3.61, 3.91, -0.19], [-4.64, 4.50, -2.36], [-3.98, 3.28, -4.42], [-2.27, 1.51, -4.29], [-0.09, -0.96, -4.78], [0.92, 0.01, -6.79], [1.86, 2.30, -6.74], [1.83, 3.60, -4.63], [0.79, 2.64, -2.61], [-0.17, -2.49, -3.10], [-1.57, -4.37, -3.82], [-4.04, -4.21, -3.66], [-5.09, -2.12, -2.88], [-3.69, -0.23, -2.14], [3.30, -2.66, 4.51], [2.15, -2.91, 5.23], [0.92, -2.51, 4.73], [0.82, -1.82, 3.51], [2.00, -1.58, 2.81], [3.22, -1.99, 3.30], [-0.52, -1.43, 3.07], [-0.98, -0.75, 2.01], [-2.45, -0.58, 1.90], [-3.18, -0.02, 2.95], [-4.57, 0.07, 2.88], [-5.24, -0.43, 1.78], [-4.52, -0.99, 0.73], [-3.14, -1.05, 0.78], [4.26, -2.98, 4.89], [2.20, -3.44, 6.17], [0.01, -2.71, 5.29], [1.94, -1.05, 1.86], [4.13, -1.80, 2.74], [-1.31, -1.81, 3.72], [-2.65, 0.37, 3.81], [-5.12, 0.50, 3.70], [-6.32, -0.39, 1.74], [-5.04, -1.40, -0.13], [-2.58, -1.48, -0.04], [-0.12, 2.24, 5.73], [0.76, 2.49, 4.50], [-0.27, 2.42, 3.00], [0.67, 1.75, 1.98], [-0.34, 4.18, 2.61], [0.95, 4.76, 2.07], [0.50, 2.23, 6.62], [-0.64, 1.29, 5.65], [-0.86, 3.03, 5.85], [1.51, 1.72, 4.37], [1.25, 3.46, 4.55], [-0.66, 4.66, 3.54], [-1.13, 4.27, 1.87], [1.79, 4.63, 2.76], [0.82, 5.83, 1.90], [1.21, 4.30, 1.13], [2.22, -5.65, -1.33], [1.60, -4.33, -0.98], [0.55, -4.24, -0.07], [-0.01, -3.01, 0.21], [0.41, -1.88, -0.38], [1.40, -1.97, -1.29], [2.01, -3.16, -1.60], [2.04, -6.40, -0.55], [3.30, -5.54, -1.48], [1.80, -6.02, -2.26], [0.18, -5.11, 0.44], [-0.81, -2.91, 0.92], [1.70, -1.04, -1.76], [2.81, -3.17, -2.33], [4.98, 2.07, 0.92], [3.68, 1.77, 0.85], [3.39, 0.99, 1.90], [3.02, 2.92, 0.99], [3.28, 1.05, -0.48], [1.95, 0.79, -0.58], [4.13, -0.28, -0.58], [5.40, -0.15, -0.21], [3.58, -1.22, 0.20], [4.12, -0.77, -1.83], [3.70, 1.96, -1.68], [3.10, 3.16, -1.60], [5.02, 2.17, -1.75], [3.32, 1.42, -2.84]]
}

Record 3
{
  "formula": "H16O8",
  "method": "ωB97M-V/def2-TZVPD",
  "smiles": "O.O.O.O.O.O.O.O",
  "orbital_gap_ev": 10.64,
  "de_lowest_ev": 2.109,
  "total_charge": 0,
  "elements": ["O", "H", "H", "O", "H", "H", "O", "H", "H", "O", "H", "H", "O", "H", "H", "O", "H", "H", "O", "H", "H", "O", "H", "H"],
  "coordinates": [[-0.14, -2.59, -1.81], [-0.80, -2.29, -1.19], [-0.49, -3.39, -2.18], [-1.24, 0.04, -3.50], [-1.53, -0.11, -2.60], [-0.45, -0.49, -3.60], [-2.31, 1.36, 3.40], [-1.70, 0.68, 3.10], [-2.01, 1.58, 4.28], [1.91, -1.09, 1.01], [2.85, -1.15, 0.83], [1.59, -1.98, 0.91], [-0.28, -0.66, 2.67], [0.41, -0.71, 2.00], [0.12, -1.03, 3.45], [-0.84, 0.06, -0.42], [-0.71, 0.99, -0.61], [-0.69, -0.02, 0.52], [0.58, 2.16, -3.25], [0.27, 3.06, -3.14], [-0.21, 1.67, -3.46], [1.82, 1.59, 0.95], [2.24, 1.65, 1.81], [1.63, 0.66, 0.83]]
}

Record 4
{
  "formula": "C4H14N2O",
  "method": "ωB97M-V/def2-TZVPD",
  "smiles": "CN(C)CCN.O",
  "orbital_gap_ev": 9.58,
  "de_lowest_ev": 2.109,
  "total_charge": 0,
  "elements": ["C", "N", "C", "C", "C", "N", "H", "H", "H", "H", "H", "H", "H", "H", "H", "H", "H", "H", "O", "H", "H"],
  "coordinates": [[-0.71, -1.44, 1.58], [0.11, -0.68, 0.63], [1.49, -1.20, 0.60], [0.10, 0.77, 0.86], [-0.26, 1.48, -0.44], [-1.56, 2.22, -0.48], [-0.11, -1.81, 2.41], [-1.51, -0.81, 1.98], [-1.22, -2.24, 1.06], [2.10, -0.42, 0.15], [1.57, -2.07, -0.04], [1.82, -1.51, 1.59], [-0.63, 1.00, 1.64], [1.02, 1.21, 1.28], [0.49, 2.17, -0.84], [-0.41, 0.78, -1.23], [-2.11, 1.94, 0.33], [-1.45, 3.22, -0.39], [0.75, -1.01, -2.54], [0.52, -1.88, -2.21], [-0.04, -0.48, -2.33]]
}

Record 5
{
  "formula": "C14H9F2N3O3S",
  "method": "ωB97M-V/def2-TZVPD",
  "smiles": "O=C(O)Cc1ccc(=O)n(Cc2nc3cc(F)cc(F)c3s2)n1",
  "orbital_gap_ev": 8.14,
  "total_charge": 0,
  "elements": ["O", "C", "O", "C", "C", "C", "C", "C", "O", "N", "C", "C", "N", "C", "C", "C", "F", "C", "C", "F", "C", "S", "N", "H", "H", "H", "H", "H", "H", "H", "H", "H"],
  "coordinates": [[-4.01, -0.32, 2.34], [-3.02, 0.34, 2.08], [-2.83, 0.99, 0.93], [-1.93, 0.36, 3.06], [-0.66, 0.91, 2.53], [-0.26, 2.23, 3.04], [0.99, 2.68, 2.75], [1.88, 1.77, 1.94], [2.97, 2.10, 1.61], [1.36, 0.62, 1.42], [2.28, -0.30, 0.69], [1.55, -0.64, -0.52], [1.81, -0.17, -1.73], [0.90, -0.77, -2.57], [1.01, -0.62, -4.02], [0.05, -1.27, -4.91], [0.28, -1.14, -6.32], [-0.75, -2.18, -4.25], [-1.01, -2.29, -2.87], [-1.92, -3.21, -2.49], [-0.05, -1.58, -2.05], [0.17, -1.70, -0.32], [0.17, 0.19, 1.86], [-1.96, 1.43, 0.90], [-2.33, 0.98, 3.94], [-1.71, -0.63, 3.51], [-0.90, 2.76, 3.70], [1.37, 3.64, 3.14], [3.33, 0.01, 0.50], [2.58, -1.20, 1.22], [1.90, -0.04, -4.31], [-1.27, -2.96, -4.80]]
}

Record 6
{
  "formula": "C5H10",
  "method": "ωB97M-V/def2-TZVPD",
  "smiles": "C=C(C)CC",
  "orbital_gap_ev": 10.44,
  "de_lowest_ev": 0.630,
  "total_charge": 0,
  "elements": ["C", "C", "C", "C", "C", "H", "H", "H", "H", "H", "H", "H", "H", "H", "H"],
  "coordinates": [[0.74, -1.49, 1.02], [0.10, -0.70, 0.17], [0.04, -1.02, -1.33], [-0.67, 0.54, 0.60], [-0.08, 1.86, 0.12], [0.81, -1.22, 2.06], [1.26, -2.38, 0.65], [0.49, -1.97, -1.60], [-0.97, -1.02, -1.71], [0.55, -0.22, -1.89], [-0.73, 0.54, 1.68], [-1.70, 0.45, 0.24], [-0.78, 2.66, 0.41], [0.04, 1.90, -0.99], [0.90, 2.06, 0.57]]
}

Record 7
{
  "formula": "C11H44O11",
  "method": "ωB97M-V/def2-TZVPD",
  "smiles": "CO.CO.CO.CO.CO.CO.CO.CO.CO.CO.CO",
  "orbital_gap_ev": 10.44,
  "de_lowest_ev": 3.923,
  "total_charge": 0,
  "elements": ["C", "O", "H", "H", "H", "H", "C", "O", "H", "H", "H", "H", "C", "O", "H", "H", "H", "H", "C", "O", "H", "H", "H", "H", "C", "O", "H", "H", "H", "H", "C", "O", "H", "H", "H", "H", "C", "O", "H", "H", "H", "H", "C", "O", "H", "H", "H", "H", "C", "O", "H", "H", "H", "H", "C", "O", "H", "H", "H", "H", "C", "O", "H", "H", "H", "H"],
  "coordinates": [[-1.85, 1.97, 5.86], [-1.81, 2.97, 6.85], [-1.43, 2.37, 4.94], [-1.35, 1.07, 6.23], [-2.88, 1.67, 5.66], [-2.19, 2.60, 7.65], [5.41, -0.65, -1.98], [6.80, -0.30, -2.00], [5.03, -0.61, -0.96], [4.81, 0.04, -2.57], [5.30, -1.68, -2.33], [6.91, 0.62, -2.26], [-3.77, 4.12, -0.39], [-4.20, 3.74, 0.91], [-2.92, 4.79, -0.33], [-3.44, 3.23, -0.94], [-4.43, 4.77, -0.96], [-4.43, 4.55, 1.39], [2.56, -1.19, 4.21], [3.81, -0.75, 4.84], [2.13, -2.10, 4.63], [1.74, -0.46, 4.20], [2.73, -1.41, 3.16], [4.18, -0.08, 4.27], [-4.92, -1.26, -3.59], [-5.34, -1.14, -4.92], [-4.09, -0.59, -3.41], [-5.78, -1.04, -2.96], [-4.69, -2.31, -3.39], [-4.69, -1.57, -5.48], [4.49, 3.20, 1.39], [5.20, 2.26, 2.21], [3.97, 3.92, 2.02], [5.20, 3.63, 0.69], [3.71, 2.60, 0.91], [6.04, 2.70, 2.39], [-0.34, -0.11, -0.06], [-0.60, -1.33, -0.76], [0.68, -0.17, 0.34], [-0.26, 0.62, -0.86], [-1.03, 0.20, 0.72], [-0.85, -1.95, -0.07], [-1.07, -5.03, 1.69], [-1.07, -3.74, 2.30], [-1.49, -4.87, 0.70], [-0.10, -5.51, 1.58], [-1.76, -5.66, 2.25], [-1.10, -3.86, 3.25], [1.69, -2.75, -5.07], [1.56, -1.53, -4.40], [0.96, -2.84, -5.87], [2.73, -2.84, -5.39], [1.62, -3.56, -4.34], [0.90, -1.68, -3.71], [3.06, 2.71, -6.20], [1.91, 2.56, -5.35], [3.07, 2.09, -7.10], [3.31, 3.74, -6.46], [3.92, 2.43, -5.59], [1.84, 1.64, -5.09], [-5.24, -1.23, 2.76], [-6.57, -1.75, 2.96], [-4.49, -1.61, 3.46], [-5.01, -1.67, 1.79], [-5.26, -0.14, 2.69], [-6.83, -1.83, 3.88]]
}

Record 8
{
  "formula": "C10H18N4O4",
  "method": "ωB97M-V/def2-TZVPD",
  "smiles": "CNC(=O)CNC(=O)[C@@H](CCC(N)=O)NC(C)=O",
  "orbital_gap_ev": 9.84,
  "de_lowest_ev": 0.000,
  "total_charge": 0,
  "elements": ["C", "N", "C", "O", "C", "N", "C", "O", "C", "C", "C", "C", "N", "O", "N", "C", "C", "O", "H", "H", "H", "H", "H", "H", "H", "H", "H", "H", "H", "H", "H", "H", "H", "H", "H", "H"],
  "coordinates": [[-1.35, 3.71, -2.97], [-0.20, 3.41, -2.09], [-0.25, 2.68, -0.95], [-1.32, 2.34, -0.41], [1.09, 2.36, -0.28], [0.97, 1.03, 0.38], [0.86, -0.13, -0.30], [0.97, -0.12, -1.54], [0.43, -1.38, 0.50], [-0.75, -2.11, -0.13], [-1.99, -1.24, -0.34], [-2.59, -0.81, 0.98], [-2.76, 0.45, 1.23], [-2.89, -1.62, 1.85], [1.53, -2.34, 0.73], [2.40, -2.13, 1.71], [3.24, -3.35, 2.12], [2.56, -1.06, 2.26], [-1.39, 2.91, -3.74], [-1.20, 4.66, -3.48], [-2.30, 3.65, -2.44], [0.67, 3.67, -2.52], [1.88, 2.32, -1.04], [1.33, 3.09, 0.47], [0.82, 0.95, 1.35], [0.02, -1.03, 1.42], [-0.46, -2.46, -1.14], [-1.01, -2.98, 0.48], [-1.74, -0.35, -0.92], [-2.74, -1.79, -0.88], [-3.15, 0.68, 2.12], [-2.48, 1.15, 0.55], [1.53, -3.25, 0.28], [3.73, -3.13, 3.07], [3.95, -3.59, 1.32], [2.58, -4.19, 2.36]]
}

Record 9
{
  "formula": "C13H18CoN6O4S2",
  "method": "ωB97M-V/def2-TZVPD",
  "s2": 0.756,
  "orbital_gap_ev": [6.72, 6.71],
  "multiplicity": 2,
  "total_charge": -2,
  "elements": ["Co", "N", "C", "S", "N", "N", "C", "C", "C", "C", "C", "C", "C", "O", "H", "H", "H", "H", "H", "H", "H", "C", "C", "C", "O", "C", "O", "O", "H", "H", "H", "H", "H", "H", "H", "N", "N", "H", "H", "H", "H", "S", "C", "N"],
  "coordinates": [[0.47, -0.35, 1.20], [4.43, -2.08, 2.21], [3.18, -1.60, 1.79], [2.58, -0.19, 2.57], [2.66, -2.28, 0.81], [1.42, -1.84, 0.35], [1.07, -2.43, -0.73], [-0.15, -2.28, -1.49], [-0.30, -3.10, -2.62], [-1.39, -3.03, -3.45], [-2.39, -2.08, -3.16], [-2.28, -1.27, -2.06], [-1.17, -1.34, -1.17], [-1.11, -0.58, -0.14], [4.64, -1.82, 3.16], [4.56, -3.06, 2.00], [1.80, -3.13, -1.14], [0.49, -3.81, -2.83], [-1.48, -3.67, -4.32], [-3.25, -1.99, -3.81], [-3.05, -0.54, -1.83], [-0.12, 4.03, 0.12], [-0.50, 2.85, -0.78], [-1.05, 3.38, -2.10], [-1.51, 2.09, -0.14], [0.82, 2.04, -1.01], [1.52, 2.39, -1.98], [1.10, 1.15, -0.15], [-1.02, 4.46, 0.56], [0.41, 4.78, -0.47], [0.56, 3.71, 0.91], [-1.86, 4.09, -1.91], [-1.45, 2.55, -2.69], [-0.26, 3.86, -2.67], [-1.30, 1.13, -0.21], [-0.17, 1.10, 3.76], [-0.31, 1.20, 2.32], [0.82, 0.88, 3.90], [-0.63, 0.22, 3.99], [0.13, 2.06, 2.03], [-1.30, 1.31, 2.12], [-2.65, -3.14, 3.52], [-1.43, -2.18, 2.95], [-0.55, -1.50, 2.60]]
}

Record 10
{
  "formula": "C28H41BrCl5N8O2RuSSeSi",
  "method": "ωB97M-V/def2-TZVPD",
  "s2": 0.768,
  "orbital_gap_ev": [6.21, 6.35],
  "multiplicity": 2,
  "de_lowest_ev": 2.387,
  "total_charge": 2,
  "elements": ["Ru", "Cl", "C", "C", "C", "Cl", "C", "Cl", "C", "Cl", "C", "Cl", "C", "C", "N", "N", "C", "S", "N", "N", "H", "H", "H", "H", "H", "H", "C", "C", "C", "C", "Si", "Br", "C", "C", "C", "C", "C", "C", "C", "C", "H", "H", "H", "H", "H", "H", "H", "H", "H", "H", "H", "H", "H", "H", "H", "H", "H", "H", "H", "H", "H", "H", "H", "H", "H", "H", "H", "N", "C", "C", "O", "O", "H", "H", "H", "H", "H", "Se", "N", "C", "C", "C", "C", "N", "C", "N", "H", "H", "H"],
  "coordinates": [[-0.14, -0.26, 0.23], [-2.77, 2.26, 0.44], [-1.18, 2.65, 0.97], [-0.16, 1.70, 0.90], [1.12, 2.14, 1.25], [2.39, 1.00, 1.00], [1.39, 3.41, 1.74], [2.97, 3.84, 2.23], [0.34, 4.33, 1.83], [0.62, 5.90, 2.42], [-0.95, 3.95, 1.42], [-2.23, 5.09, 1.49], [-4.93, -0.68, 3.49], [-4.63, -0.88, 2.07], [-5.46, -1.27, 1.15], [-4.79, -1.28, 0.00], [-3.50, -0.90, 0.16], [-2.36, -0.75, -1.06], [-3.39, -0.66, 1.50], [-2.23, -0.23, 2.13], [-5.98, -0.88, 3.66], [-4.72, 0.35, 3.79], [-4.33, -1.34, 4.12], [-5.25, -1.52, -0.87], [-2.29, 0.77, 2.35], [-2.09, -0.75, 2.99], [1.49, -6.25, -3.22], [1.05, -5.13, -2.27], [0.74, -5.76, -0.90], [-0.26, -4.51, -2.77], [2.48, -3.79, -2.15], [1.29, -1.77, -1.27], [3.83, -4.09, -0.73], [4.93, -3.04, -0.82], [4.44, -5.48, -0.93], [3.20, -4.00, 0.66], [3.15, -3.06, -3.85], [3.81, -1.69, -3.70], [4.18, -4.03, -4.44], [2.00, -2.90, -4.84], [0.73, -7.03, -3.22], [2.42, -6.70, -2.90], [1.60, -5.89, -4.24], [-0.11, -6.43, -1.01], [0.47, -5.00, -0.18], [1.57, -6.34, -0.52], [-1.00, -5.30, -2.88], [-0.15, -4.03, -3.74], [-0.65, -3.78, -2.07], [5.52, -3.14, -1.73], [5.61, -3.17, 0.02], [4.53, -2.03, -0.76], [4.90, -5.58, -1.91], [3.71, -6.27, -0.80], [5.23, -5.63, -0.19], [2.77, -3.02, 0.84], [3.98, -4.16, 1.40], [2.44, -4.75, 0.83], [4.73, -1.73, -3.13], [3.14, -0.97, -3.22], [4.06, -1.31, -4.69], [5.05, -4.14, -3.80], [4.52, -3.65, -5.40], [3.76, -5.02, -4.61], [1.23, -2.24, -4.45], [1.56, -3.85, -5.12], [2.39, -2.44, -5.76], [2.16, 2.22, -4.26], [0.78, 1.97, -3.88], [0.80, 1.39, -2.46], [2.00, 1.31, -1.96], [-0.19, 1.03, -1.86], [2.47, 1.65, -5.03], [2.62, 1.67, -2.67], [2.34, 3.19, -4.49], [0.27, 1.26, -4.53], [0.17, 2.88, -3.85], [-1.74, -4.15, 1.17], [-1.17, -4.23, 2.84], [-0.39, -3.20, 3.14], [0.17, -2.85, 4.37], [0.85, -1.64, 4.45], [1.00, -0.82, 3.34], [0.49, -1.15, 2.14], [-0.20, -2.29, 2.04], [-0.82, -2.61, 0.90], [0.06, -3.49, 5.23], [1.29, -1.33, 5.38], [1.55, 0.10, 3.40]]
}

Record 11
{
  "formula": "C4H5N3O3",
  "method": "ωB97M-V/def2-TZVPD",
  "orbital_gap_ev": 9.66,
  "de_lowest_ev": 4.792,
  "total_charge": 0,
  "elements": ["C", "C", "C", "C", "H", "H", "H", "H", "H", "N", "N", "N", "O", "O", "O"],
  "coordinates": [[2.00, -1.12, 0.05], [-1.47, -0.41, 0.02], [-1.58, 1.05, 0.00], [0.92, 0.95, -0.08], [1.48, -1.91, -0.20], [2.02, -1.11, 1.00], [2.80, -0.64, -0.50], [-2.34, -2.23, -0.21], [-0.43, 2.87, -0.10], [0.77, -0.33, -0.09], [-0.43, -1.08, 0.02], [-0.32, 1.64, 0.02], [-2.66, -1.03, 0.00], [-2.64, 1.63, 0.03], [1.87, 1.71, 0.03]]
}

| no. | calculated total energy (eV) |
| --- | --- |
| 1 | -11223.729 |
| 2 | -163767.487 |
| 3 | -16639.901 |
| 4 | -9401.498 |
| 5 | -41544.412 |
| 6 | -5346.636 |
| 7 | -34636.477 |
| 8 | -24814.568 |
| 9 | -90204.512 |
| 10 | -264998.809 |
| 11 | -14837.998 |